# 1
Here is a cluster of 2 separate species, C2H6NO3 in total in a non-equilibrium geometry from the OMol25 dataset. Energies are from ωB97M-V/def2-TZVPD.

Structure (XYZ):
```
12
Properties=species:S:1:pos:R:3:forces:R:3:lowdin_charge:R:1
C -0.91891 0.13969 -0.00820 0.2 1.6 1.9 -0.136
N -1.17007 0.67513 1.36275 0.4 -0.3 -0.7 -0.052
C -1.94759 1.88295 1.38864 -0.4 1.2 -0.7 -0.840
O -2.42502 2.22576 2.48546 0.0 -0.5 0.6 -0.104
O -2.06385 2.50699 0.30019 0.3 -0.3 0.0 -0.114
H -0.56254 1.05536 -0.47856 -0.3 -0.3 -0.7 0.061
H -1.87433 -0.18036 -0.40279 0.1 -0.5 -0.8 0.062
H -0.08497 -0.56223 0.01332 -0.4 -0.5 -0.1 0.050
H -1.62617 0.03501 1.98057 0.0 -0.4 0.4 0.074
H 4.85463 -2.91262 -2.01398 0.9 0.3 0.0 0.030
H 3.50096 -2.66343 -2.24825 -1.5 0.3 -0.2 0.019
O 4.31787 -2.20224 -2.37914 0.6 -0.6 0.2 -0.049
```
Forces are in eV/Å.

Properties
- ΔE to the lowest compared entry with this formula, charge and spin: 101.5 kJ/mol
- HOMO level: -0.1323 hartree
- Total charge: -1
- Total energy: -9805.148 eV
- Multiplicity: 1

=====

# 2
Here is an isolated molecule of C3H7BrNO3P in a non-equilibrium geometry from the OMol25 dataset. Energies are from ωB97M-V/def2-TZVPD.

Structure (XYZ):
```
16
Properties=species:S:1:pos:R:3:forces:R:3:lowdin_charge:R:1
C 2.31609 -0.43774 0.19768 -0.1 0.1 0.1 -0.043
O 1.79991 0.35017 -0.88312 0.1 0.0 -0.2 -0.038
C 0.54969 0.09094 -1.31945 0.2 -0.1 0.5 -0.633
O 0.29638 -0.01708 -2.48113 0.0 0.0 -0.2 0.112
N -0.40462 0.01261 -0.27307 -0.5 0.3 -0.9 -0.322
C -0.49774 1.25294 0.51618 0.2 -0.3 0.4 -0.067
P -1.76844 -0.94007 -0.71603 0.3 0.0 0.2 0.622
O -2.94446 -0.03094 -0.04284 0.1 0.1 0.0 -0.370
Br -1.63217 -2.52729 0.93690 -0.1 -0.1 0.1 0.177
H 2.82731 -1.30810 -0.21226 0.0 0.0 0.0 0.097
H 3.02583 0.18393 0.73625 0.0 0.0 0.0 0.093
H 1.51939 -0.75287 0.87107 0.0 0.0 0.0 0.079
H -1.31485 1.16192 1.22451 0.0 0.0 0.0 0.077
H 0.42703 1.40191 1.07102 0.0 0.0 0.0 0.084
H -0.66228 2.11322 -0.13363 -0.1 0.0 0.0 0.101
H -3.53707 -0.55357 0.50792 -0.1 0.0 0.0 0.030
```
Forces are in eV/Å.

Properties
- Structure (SMILES): COC(=O)N(C)P(O)Br
- HOMO level: -0.3458 hartree
- Total charge: 0
- Total energy: -90189.540 eV
- Multiplicity: 1

=====

# 3
Here is a structure of composition C40H46BrN6O3STl in a non-equilibrium geometry from the OMol25 dataset. Energies are from ωB97M-V/def2-TZVPD.

Structure (XYZ):
```
98
Properties=species:S:1:pos:R:3:forces:R:3:lowdin_charge:R:1
Tl -0.00457 -1.12722 -0.60601 -0.1 -0.1 -0.3 0.809
N -2.65231 -4.21509 2.17332 -0.1 -0.1 0.1 0.002
C -2.02881 -3.57929 1.08805 0.3 0.0 -0.2 -0.969
S -0.29961 -3.53988 1.15664 0.1 0.1 0.0 0.384
N -2.83637 -3.18547 0.16554 -1.0 -0.4 0.4 -0.060
N -2.39423 -2.45633 -0.89831 0.6 0.4 -0.3 -0.081
C -3.04289 -2.66306 -1.98446 -0.1 -0.2 0.3 -0.125
C -2.97795 -1.92993 -3.23207 0.2 0.2 -0.2 -0.155
C -3.78519 -2.40606 -4.27368 0.1 0.0 0.1 -0.099
C -3.82602 -1.82096 -5.52296 -0.1 0.0 -0.2 -0.162
C -3.03689 -0.68784 -5.75342 0.0 -0.1 0.0 -0.146
C -2.25687 -0.16586 -4.75299 0.0 0.0 -0.1 -0.045
C -2.18131 -0.74328 -3.44182 -0.1 0.1 0.1 -0.416
O -1.47739 -0.18942 -2.54144 0.0 0.0 0.0 -0.244
H -2.05504 -4.20996 2.98459 0.0 0.0 0.0 0.013
H -3.58819 -3.87461 2.34936 0.0 0.0 -0.1 0.060
H -3.76336 -3.49116 -1.98030 -0.1 0.1 0.1 0.105
H -4.40923 -3.27437 -4.07736 0.1 0.0 0.0 0.092
H -4.44083 -2.23340 -6.31459 0.0 0.0 0.0 0.070
H -3.05181 -0.22683 -6.73693 0.0 0.1 0.0 0.082
H -1.64830 0.71491 -4.92759 0.0 0.0 0.0 0.092
C -1.19980 -1.90842 5.29900 0.0 0.0 -0.1 -0.063
C -1.10100 -0.55169 4.59698 -0.1 0.0 0.1 -0.368
C -0.59579 0.51016 5.58082 0.1 0.0 -0.2 -0.064
C -2.42865 -0.13132 3.99072 0.3 -0.1 -0.1 -0.138
C -3.58689 -0.17473 4.75698 -0.1 0.1 0.0 -0.054
C -4.80585 0.20137 4.22241 0.0 0.0 0.0 -0.092
C -4.87509 0.58923 2.89322 -0.1 -0.1 0.1 -0.045
C -3.74464 0.64229 2.08976 0.2 0.1 0.0 -0.128
C -3.83268 1.09352 0.65026 0.0 0.1 -0.1 -0.364
C -3.63409 2.60793 0.51954 0.1 -0.1 0.0 -0.054
C -5.14706 0.69526 -0.01863 0.1 -0.1 0.0 -0.073
C -2.50354 0.31564 2.66233 -0.6 0.1 0.4 -0.159
N -1.31130 0.43866 1.93051 0.6 0.2 -0.1 0.138
C -0.65952 1.52210 2.06603 -1.0 -0.4 0.3 -0.129
C 0.63439 1.78188 1.47135 1.2 -0.1 -0.6 -0.137
N 1.38903 0.87568 0.98167 -0.8 0.3 0.7 0.053
C 2.57109 1.24878 0.33472 0.6 0.4 -0.3 -0.170
C 3.78217 0.69104 0.78528 0.0 0.0 0.1 -0.126
C 4.95618 1.05273 0.13992 0.0 0.1 0.0 -0.037
C 4.95649 1.93870 -0.92495 0.0 0.0 0.0 -0.079
C 3.75756 2.45353 -1.37912 0.2 0.0 0.0 -0.055
C 2.55061 2.11973 -0.77677 -0.2 -0.2 0.1 -0.125
C 1.26821 2.63060 -1.41368 0.0 0.1 -0.1 -0.374
C 1.15113 2.15372 -2.86484 -0.1 0.0 0.1 -0.056
C 1.17243 4.15752 -1.32762 -0.1 -0.1 0.1 -0.068
C 3.87434 -0.30049 1.93436 -0.3 -0.1 0.0 -0.361
C 3.37366 -1.68328 1.50465 0.1 0.0 -0.1 -0.043
C 3.15870 0.15033 3.21438 0.2 0.1 -0.1 -0.073
H -0.20159 -2.26534 5.55905 0.0 0.0 0.0 0.080
H -1.66674 -2.64292 4.64330 0.1 0.0 0.0 0.065
H -1.78876 -1.83680 6.21642 0.0 0.0 0.0 0.067
H -0.37980 -0.64692 3.78425 0.0 -0.1 0.0 0.118
H -1.31850 0.65934 6.38648 0.0 0.0 0.0 0.072
H -0.44519 1.46602 5.07539 0.0 0.0 0.0 0.067
H 0.35629 0.20573 6.02317 0.0 0.0 0.0 0.074
H -3.52930 -0.48765 5.79328 0.0 0.0 0.0 0.103
H -5.69521 0.19831 4.84197 0.0 -0.1 -0.1 0.091
H -5.83673 0.84968 2.46938 0.0 0.0 0.0 0.101
H -3.02976 0.60471 0.09597 0.1 -0.1 0.0 0.125
H -4.45138 3.14910 1.00614 0.0 0.0 0.0 0.078
H -3.61380 2.87689 -0.53845 0.0 0.1 0.0 0.081
H -2.69083 2.92605 0.96954 -0.1 0.0 0.0 0.056
H -5.98354 1.30853 0.33213 0.0 -0.1 0.0 0.066
H -5.36666 -0.35724 0.16243 0.0 0.0 0.0 0.087
H -5.05766 0.83804 -1.09506 0.0 0.0 -0.1 0.082
H -1.09543 2.35539 2.63243 0.1 0.0 0.1 0.127
H 0.96273 2.82679 1.49425 -0.1 0.1 -0.1 0.127
H 5.89387 0.62535 0.47685 0.0 0.0 0.0 0.108
H 5.88560 2.20695 -1.41389 0.0 0.0 0.0 0.099
H 3.75840 3.12377 -2.23039 0.0 0.0 -0.1 0.102
H 0.40966 2.20858 -0.89351 0.0 0.0 0.0 0.106
H 1.95473 2.55361 -3.49012 0.0 0.0 0.0 0.063
H 0.19726 2.48032 -3.28335 0.0 0.0 0.0 0.080
H 1.16166 1.06326 -2.90046 0.0 0.0 -0.1 0.068
H 1.94723 4.63469 -1.93192 0.0 0.0 0.0 0.071
H 1.29222 4.50123 -0.29711 0.0 0.0 0.0 0.066
H 0.19997 4.49504 -1.69315 0.0 0.0 0.0 0.075
H 4.93959 -0.38736 2.17542 0.0 0.0 -0.1 0.120
H 2.30607 -1.65759 1.28258 0.0 0.0 0.0 0.035
H 3.53779 -2.40842 2.30624 -0.1 0.0 0.0 0.082
H 3.88515 -2.03852 0.61060 0.0 0.0 -0.1 0.068
H 2.08110 0.06428 3.09927 0.0 0.0 0.1 0.053
H 3.40499 1.18802 3.45919 0.0 0.0 0.0 0.077
H 3.46556 -0.48212 4.05076 0.0 0.0 0.0 0.073
Br 4.87144 2.00370 -5.52149 0.0 0.0 0.1 0.659
C 5.02566 0.23130 -4.82364 0.0 0.1 -0.1 -0.658
C 6.05977 -0.56784 -5.27591 0.0 -0.1 0.0 -0.237
N 6.22020 -1.81568 -4.84555 0.0 -0.1 0.0 0.045
C 5.36462 -2.27055 -3.92817 0.1 0.0 0.0 -0.094
C 4.30464 -1.53130 -3.41679 -0.2 0.0 0.3 -0.089
C 4.11912 -0.24386 -3.89611 0.0 -0.1 -0.1 -0.054
C 3.38494 -2.09836 -2.29445 0.2 0.1 -0.5 -0.662
O 3.90896 -3.00397 -1.62801 -0.1 0.0 0.1 -0.027
O 2.25807 -1.56108 -2.22439 0.2 0.0 0.1 -0.143
H 6.77614 -0.20924 -6.00728 -0.1 0.1 0.0 0.085
H 5.52379 -3.28156 -3.57380 0.0 0.0 0.1 0.110
H 3.28077 0.33429 -3.53632 0.0 0.1 0.0 0.092
```
Forces are in eV/Å.

Properties
- ΔE to the lowest compared entry with this formula, charge and spin: 0.0 kJ/mol
- HOMO level: -0.0578 hartree
- Total charge: -2
- Total energy: -142883.722 eV
- Multiplicity: 1

=====

# 4
Here is a cluster of 3 separate species, C6H10O in total from the OMol25 dataset. Energies are from ωB97M-V/def2-TZVPD.

Structure (XYZ):
```
17
Properties=species:S:1:pos:R:3:forces:R:3:lowdin_charge:R:1
C 0.67974 0.09353 -1.88391 -0.1 0.1 0.0 -0.017
C -0.43467 0.75998 -1.59231 0.1 -0.3 -0.1 -0.304
O -0.56537 2.09589 -1.37807 0.3 0.1 0.0 -0.007
H 1.63778 0.58462 -2.04332 -0.1 0.0 0.1 0.059
H 0.64736 -0.98835 -1.94519 0.0 0.2 -0.1 0.054
H -1.38702 0.25887 -1.46571 0.2 0.1 0.0 0.078
H 0.31409 2.49378 -1.33585 -0.1 0.0 -0.1 0.097
C -1.52270 -1.53276 0.65338 -0.4 -0.2 -0.4 0.012
C -2.31110 -1.77038 -0.22257 0.2 0.0 0.4 -0.005
H -0.80787 -1.28197 1.40790 -0.2 -0.1 -0.2 -0.016
H -3.02001 -1.96283 -0.99596 0.1 0.0 0.1 0.024
C 1.38894 0.49526 1.29748 0.0 -0.1 0.2 -0.081
C 0.90577 -0.11801 2.37158 0.1 0.1 -0.1 -0.112
H 0.96933 1.43309 0.94094 0.1 -0.1 0.1 0.048
H 2.19987 0.07030 0.71179 -0.1 0.1 0.1 0.055
H 1.29076 -1.08152 2.69868 0.0 0.2 0.0 0.057
H 0.08058 0.30034 2.94433 0.1 0.0 -0.1 0.059
```
Forces are in eV/Å.

Properties
- ΔE to the lowest compared entry with this formula, charge and spin: 367.6 kJ/mol
- Structure (SMILES): C=CO.C#C.C=C
- HOMO level: -0.3300 hartree
- Total charge: 0
- Total energy: -8427.431 eV
- Multiplicity: 1

=====

# 5
Here is a cluster of 2 separate species, C2H8NS2 in total in a non-equilibrium geometry from the OMol25 dataset. Energies are from ωB97M-V/def2-TZVPD.

Structure (XYZ):
```
13
Properties=species:S:1:pos:R:3:forces:R:3:mulliken_spin:R:1
C -0.82932 0.76473 -3.24853 -1.0 0.2 -2.0 -0.001
N 0.13689 0.18904 -2.64728 -0.8 1.6 -0.9 0.003
H -1.64556 0.28298 -3.79952 0.2 -0.7 0.8 0.000
H -0.86879 1.83333 -3.48550 0.6 0.0 0.8 0.000
H 0.86384 0.86769 -2.42494 0.6 -0.9 0.5 0.000
H 0.19919 -0.82052 -2.56482 0.4 0.0 0.0 0.000
C -1.08429 -1.50039 1.06077 -1.3 -0.8 0.9 0.020
S -0.09066 -0.17128 0.42343 0.7 0.4 1.4 0.489
S 0.92049 0.50425 2.04837 -0.3 -0.6 -0.2 0.434
H -0.45545 -2.34124 0.72750 -0.8 -0.2 -0.3 0.043
H -2.16719 -1.44440 0.80602 1.0 -0.1 -1.1 0.000
H -1.25299 -1.68803 2.13181 1.0 0.8 0.2 0.001
H 2.18825 0.35275 1.57601 -0.2 0.4 -0.3 0.011
```
Forces are in eV/Å.

Properties
- ΔE to the lowest compared entry with this formula, charge and spin: 133.7 kJ/mol
- HOMO level (spin up / spin down): -0.6936 / -0.7152 hartree
- Total charge: +2
- Total energy: -25343.897 eV
- Multiplicity: 2